{"formula": "C38H30FN5O4PdS2", "method": "ωB97M-V with the def2-TZVPD basis set", "homo_lumo_gap_ev": [6.88, 6.00], "spin_multiplicity": 3, "total_charge": 2, "lumo_energy_ev": [-4.838, -5.712], "homo_ev": [-11.72, -11.72], "species": ["Pd", "S", "C", "C", "C", "C", "C", "C", "N", "C", "C", "C", "C", "C", "C", "C", "C", "N", "C", "C", "C", "C", "C", "S", "C", "H", "H", "H", "H", "H", "H", "H", "H", "H", "H", "H", "H", "F", "C", "C", "C", "C", "O", "C", "C", "N", "C", "C", "C", "C", "C", "C", "N", "C", "C", "N", "C", "C", "C", "O", "O", "H", "H", "H", "H", "H", "H", "H", "H", "H", "H", "H", "H", "H", "H", "H", "H", "H", "H", "O", "C"], "coordinates": [[0.22433, -0.10208, -0.45375], [-1.29372, -5.82001, 0.01790], [-2.09863, -7.31304, 0.19668], [-3.42901, -7.14634, 0.43254], [-3.80439, -5.78192, 0.47423], [-2.74819, -4.93357, 0.26831], [-2.77087, -3.47048, 0.24009], [-1.59002, -2.73860, 0.00374], [-1.53923, -1.42382, -0.04644], [-2.68010, -0.71528, 0.12900], [-3.90720, -1.34038, 0.38103], [-5.08374, -0.53326, 0.55601], [-5.02613, 0.81169, 0.45908], [-3.78645, 1.47872, 0.17338], [-3.68086, 2.87005, 0.01392], [-2.47071, 3.45415, -0.30422], [-1.35619, 2.59473, -0.43078], [-1.43500, 1.29531, -0.26329], [-2.62520, 0.71848, 0.02014], [-2.31263, 4.89303, -0.51644], [-1.18652, 5.56590, -0.91846], [-1.39572, 6.96157, -1.03173], [-2.67004, 7.32311, -0.71453], [-3.62695, 5.97788, -0.28936], [-3.92883, -2.74078, 0.43539], [-1.54896, -8.23548, 0.11250], [-4.11741, -7.96546, 0.56950], [-4.81870, -5.45674, 0.64673], [-0.64939, -3.25364, -0.15325], [-6.02216, -1.03163, 0.75915], [-5.91798, 1.41117, 0.58410], [-4.57392, 3.47266, 0.12536], [-0.37618, 2.97178, -0.69080], [-0.24382, 5.09340, -1.14920], [-0.63715, 7.66334, -1.34168], [-3.10097, 8.31039, -0.71812], [-4.86958, -3.24003, 0.62452], [2.52001, 0.61504, 6.01032], [3.11815, 1.05506, 4.88593], [2.47404, 0.88675, 3.69611], [3.04505, 1.36896, 2.51416], [2.33631, 1.20848, 1.24740], [1.22835, 0.60025, 1.28302], [2.96198, 1.76587, 0.09957], [4.18623, 2.37214, 0.25676], [4.86234, 2.47686, 1.40635], [6.13674, 3.17074, 1.43292], [7.10865, 2.92691, 0.32135], [7.38492, 2.37233, 1.68705], [4.29083, 2.00539, 2.58002], [4.94656, 2.14740, 3.80915], [4.37076, 1.68775, 4.98140], [5.05587, 1.85451, 6.20277], [4.70528, 1.05627, 7.37178], [5.77651, 1.28511, 8.44726], [7.04704, 1.70264, 7.76626], [6.90208, 3.08414, 7.17079], [5.48862, 3.19035, 6.58619], [2.41145, 1.85149, -1.32369], [3.07404, 2.45677, -2.14333], [1.29031, 1.26893, -1.58786], [1.50676, 0.40588, 3.67135], [4.64456, 2.81222, -0.61866], [6.06739, 4.17253, 1.83921], [7.68059, 3.77427, -0.02466], [6.83138, 2.21820, -0.44529], [8.16088, 2.83051, 2.28396], [7.26221, 1.30540, 1.81250], [5.92598, 2.60141, 3.83992], [4.67723, 0.00479, 7.08580], [3.73505, 1.31237, 7.80625], [5.97226, 0.38906, 9.03128], [5.52527, 2.09809, 9.12643], [7.23805, 1.04698, 7.00647], [7.83780, 1.67065, 8.40967], [7.67996, 3.18012, 6.41549], [7.08499, 3.80042, 7.96992], [5.49950, 3.85429, 5.72606], [4.80118, 3.63099, 7.31830], [2.92057, -1.83292, -0.68640], [1.83679, -1.55104, -0.71480]]}